{
  "formula": "C35H60BHoN14O2PS4",
  "method": "the ωB97M-V functional and the def2-TZVPD basis",
  "species": ["C", "H", "C", "H", "H", "H", "C", "C", "C", "N", "C", "S", "H", "S", "C", "H", "N", "N", "H", "H", "H", "H", "N", "C", "H", "H", "C", "C", "C", "N", "C", "N", "H", "N", "H", "O", "H", "C", "H", "Ho", "C", "H", "C", "H", "C", "C", "H", "H", "C", "H", "H", "N", "H", "H", "H", "H", "N", "H", "H", "H", "H", "N", "H", "C", "H", "H", "H", "H", "C", "H", "C", "C", "C", "H", "H", "C", "N", "H", "H", "C", "H", "C", "H", "B", "C", "S", "H", "C", "H", "H", "H", "H", "C", "C", "H", "H", "C", "N", "H", "C", "H", "H", "H", "S", "H", "O", "C", "P", "H", "H", "C", "H", "H", "H", "C", "N", "H", "N"],
  "coordinates": [[-0.10310, 0.28750, 4.88340], [-3.07130, 2.68200, 6.97350], [-3.05820, 6.49400, 0.41710], [-4.54290, -3.56810, -0.51900], [-5.55540, 0.23680, 0.87590], [-0.64790, 1.76530, -5.36560], [1.15520, -0.25140, 5.46080], [-2.63120, -5.19130, -2.83300], [-3.24990, -1.83060, -1.95460], [-2.53100, -4.08110, -3.69990], [-0.69070, 7.48390, 3.68240], [-0.98770, 0.76770, -2.82710], [1.53560, 6.46830, 4.96710], [0.99390, 2.55860, -0.36910], [-4.47480, 1.96950, 0.25700], [-3.88880, 6.50550, 1.11840], [-2.28550, 3.64800, 0.44830], [0.23380, 1.37460, -5.06840], [0.96970, -0.80230, 6.37850], [-1.64550, 4.45950, 5.06420], [-2.52520, 5.47040, 3.91640], [-1.94880, 6.46710, -2.09030], [-2.22670, 2.39940, 0.93860], [1.42710, 4.85400, 1.09430], [-5.50050, 3.69730, -0.41240], [-2.27190, 4.77960, -2.48340], [0.06320, 5.19520, 3.07280], [-3.77900, -3.34190, -3.75040], [0.58270, 6.08440, 5.32270], [-3.00180, -4.75050, -1.41630], [-1.38530, -3.24060, -3.44210], [-0.45870, 4.00960, 2.94010], [-1.68020, -5.72830, -2.79320], [1.54970, 0.33940, -3.50290], [-5.74590, 1.75060, 5.47670], [-0.40100, -2.04410, 0.93650], [0.22670, 6.73690, 6.11450], [-3.73580, 1.02350, 5.74180], [-3.41430, -5.86950, -3.18290], [-0.05000, -0.24950, -0.17930], [-4.79800, 1.78590, 4.94850], [-3.44620, -0.97970, 6.54970], [-2.42670, 0.98000, 4.99210], [-0.48020, -3.85330, -3.51510], [-4.55220, 3.28890, -0.10450], [-3.30340, 5.47830, -0.70580], [0.24560, 7.99420, 3.47510], [-6.55860, 1.59540, 0.31510], [-2.10490, 5.47940, -1.66810], [-2.14470, 6.25220, 0.95310], [2.33130, -0.97610, -2.21770], [-2.39240, 1.43530, 3.77270], [-4.56910, -3.99350, -4.12420], [-1.21220, 8.05610, 4.44420], [-4.46280, 6.78190, -1.96920], [2.41780, -3.17740, 1.82180], [1.40680, -3.14340, 1.75610], [-4.85450, 5.08320, -2.17980], [-5.67250, 0.61220, -0.84340], [-4.45680, 1.79960, 7.62080], [-5.42150, 5.96760, -0.75170], [1.83250, -0.08090, -2.18980], [1.82830, 0.57460, 5.69430], [-1.91180, -3.95970, -0.80210], [0.35180, -3.41450, 3.45380], [-3.68280, -2.49500, -4.42970], [-3.61890, -1.47690, -0.98870], [1.51620, 6.60150, 2.29580], [-4.17140, -0.43850, 5.94590], [2.83590, 6.25230, 0.30730], [-3.21020, 1.48050, 0.69500], [-1.25600, 0.44300, 5.60450], [0.85430, -2.24690, 0.93030], [-1.34440, -2.47240, -4.21900], [-4.93490, 1.35040, 3.96280], [-5.63540, 1.04650, 0.15580], [0.60740, -3.92910, 2.60980], [1.01220, 1.45230, -5.70650], [2.32900, 0.44330, -4.15000], [1.05570, 5.63660, 2.15670], [1.13930, -4.74910, 2.88430], [-3.37720, 4.09350, -0.09910], [-2.15430, 6.08720, 5.52720], [-1.10310, 2.14460, 1.83920], [-0.14810, 0.70330, 3.52290], [1.08850, 0.44670, 2.39510], [-1.20430, 5.18460, -1.13580], [-1.78090, 5.47780, 4.71000], [-4.28410, -0.94560, 4.98840], [-1.27610, 0.14180, 6.64030], [-2.85400, 1.10100, 7.73450], [-1.30270, 7.48700, 2.78300], [-4.59220, 5.83990, -1.44420], [2.45670, 5.25510, 0.10750], [-3.26320, -0.99570, -2.66120], [0.73820, 5.09060, 5.73550], [-0.45870, 6.05570, 4.19500], [-1.25700, 1.34610, 3.07520], [-4.50860, 2.82520, 4.82700], [-4.29160, -3.93860, -1.51720], [3.28440, 4.54750, 0.13970], [1.67250, -0.88060, 4.74090], [-3.16880, -5.57990, -0.83800], [-2.82310, -0.14900, 0.90120], [2.04370, 5.21870, -0.89910], [1.58820, -1.58180, 0.13850], [0.75650, 3.60180, 0.94110], [-1.46840, -2.40130, -1.75790], [-5.07460, -4.61880, -1.86630], [-5.12440, -0.47400, 6.46620], [-3.50880, 1.69460, 7.10260], [-1.01850, -4.58650, -0.72580], [-2.96210, 7.48810, -0.00870], [-2.18720, -3.66230, 0.21540], [0.35520, 0.85330, -3.85170], [-4.13190, -2.86840, -2.42600], [2.46970, 0.59380, -1.74500], [-0.12340, 3.25170, 1.89740]],
  "atomic_forces_ev_per_a": [[-0.57, 0.23, 0.23], [0.01, 0.15, 0.06], [-0.03, -0.13, -0.11], [0.13, -0.14, -0.07], [-0.09, -0.03, 0.05], [0.07, -0.10, 0.15], [0.15, -0.01, 0.04], [0.13, -0.47, -0.43], [0.23, 0.31, 0.24], [-0.11, -0.15, -0.27], [0.03, -0.18, 0.02], [-0.35, 0.08, 0.34], [0.15, 0.05, 0.00], [-0.24, -0.48, -0.38], [0.16, 0.51, 0.01], [-0.09, 0.02, 0.14], [0.32, 0.64, 0.07], [0.23, 0.03, -0.10], [-0.02, -0.04, 0.02], [-0.06, -0.09, 0.08], [-0.13, -0.04, -0.06], [-0.07, 0.16, -0.04], [-1.08, -0.40, -0.66], [-0.32, 0.17, 0.49], [-0.07, 0.09, -0.13], [0.03, -0.10, -0.15], [0.01, -0.14, -0.24], [-0.17, -0.09, -0.13], [-0.16, -0.03, -0.15], [-0.16, -0.33, 0.02], [0.52, 0.35, 0.11], [-0.42, 0.14, 0.43], [-0.12, 0.01, 0.19], [0.46, 0.18, -0.31], [-0.09, -0.01, 0.10], [-0.42, -0.82, 0.77], [0.02, 0.07, 0.13], [-0.19, -0.06, 0.02], [0.01, 0.06, 0.20], [-0.53, 2.65, -1.60], [0.20, -0.14, 0.13], [0.06, -0.13, 0.04], [0.19, 0.07, -0.17], [-0.01, 0.19, 0.02], [0.25, -0.65, 0.29], [0.16, 0.30, -0.02], [0.09, 0.11, -0.06], [-0.11, -0.01, 0.01], [-0.14, -0.01, 0.11], [0.13, -0.02, 0.09], [-0.33, 0.25, -0.04], [-0.60, 0.40, -0.22], [-0.01, -0.04, -0.01], [-0.03, 0.07, 0.09], [0.04, 0.09, -0.04], [-0.18, 0.09, -0.02], [0.11, 0.02, 0.11], [-0.07, -0.06, -0.15], [-0.03, -0.10, -0.05], [-0.11, 0.03, 0.07], [-0.14, -0.01, 0.04], [0.21, 0.07, 0.17], [0.07, 0.03, 0.00], [0.81, 0.64, 0.41], [0.25, -0.03, -0.23], [0.02, -0.04, 0.04], [0.13, 0.05, -0.21], [0.07, 0.12, 0.01], [0.01, 0.19, -0.03], [0.01, 0.05, 0.03], [0.30, 0.11, 0.07], [0.44, -0.05, -0.54], [0.20, -2.01, 1.23], [0.14, -0.01, 0.10], [-0.06, -0.05, -0.13], [-0.09, -0.07, -0.03], [-0.09, 0.07, 0.07], [-0.02, 0.01, 0.03], [-0.13, -0.03, 0.30], [0.04, -0.43, -0.37], [-0.09, 0.09, -0.14], [-0.04, -0.33, 0.14], [-0.02, 0.10, 0.10], [0.07, 0.40, 0.39], [-0.35, 0.16, -0.27], [-0.10, 0.21, -0.20], [0.13, -0.02, -0.01], [0.22, 0.09, -0.03], [-0.02, -0.07, -0.06], [-0.06, -0.06, 0.08], [0.06, -0.01, 0.14], [-0.08, 0.04, -0.10], [0.18, -0.10, 0.10], [0.13, 0.02, -0.13], [-0.01, -0.02, 0.12], [0.04, -0.12, 0.07], [-0.10, 0.08, 0.28], [0.88, -0.72, 0.98], [0.01, 0.18, -0.06], [-0.50, 0.08, 0.10], [0.10, -0.03, -0.05], [0.05, -0.12, 0.02], [-0.03, 0.07, -0.11], [0.53, -0.14, -0.05], [0.02, 0.04, -0.09], [1.20, 0.04, -0.49], [-0.21, -0.30, 0.32], [-0.89, -0.63, -0.55], [0.17, -0.01, 0.08], [-0.11, 0.02, 0.06], [-0.01, -0.07, -0.21], [-0.13, -0.04, 0.02], [0.02, 0.15, -0.04], [-0.04, -0.14, -0.14], [-0.18, -0.34, 0.36], [-0.44, 0.02, -0.24], [-0.21, -0.15, -0.23], [0.93, 0.48, -0.34]],
  "multiplicity": 5,
  "gap_ev": [6.961, 6.970],
  "lumo_energy_ev": [-8.12, -8.11],
  "total_charge": 3,
  "e_tot_ha": -5193.18493,
  "s2": 6.004,
  "max_force_ha_per_bohr": 0.0612
}